A.
ORCA calculation (the ωB97M-V functional and the def2-TZVPD basis) on 2 unconnected molecules or ions with the total composition C9H14.

Each line ends with the Mulliken charge.
Element x y z (Å)
1 C 1.632 -0.651 1.235  -1.39
2 C -1.916 0.162 2.360  -0.10
3 C -2.703 -0.578 1.387  -0.88
4 C -0.545 0.149 2.237  -0.99
5 C 0.146 -0.471 1.189  1.20
6 C -2.016 -1.409 0.519  -0.04
7 C -0.637 -1.396 0.394  -1.28
8 H -2.411 0.680 3.170  0.45
9 H -3.760 -0.329 1.408  0.33
10 H 0.015 0.606 3.055  0.00
11 H -2.565 -2.096 -0.120  0.35
12 H 1.890 -1.702 1.480  0.49
13 H 2.077 0.041 1.941  0.37
14 H -0.164 -2.134 -0.249  0.34
15 H 2.126 -0.479 0.271  0.18
16 C 1.397 1.867 -2.261  -0.84
17 C 0.814 0.543 -2.772  -0.70
18 H 0.613 2.625 -2.280  0.26
19 H 1.651 1.767 -1.203  0.20
20 H 2.271 2.152 -2.821  0.34
21 H 0.247 0.714 -3.699  0.35
22 H 0.240 0.018 -2.017  0.10
23 H 1.600 -0.077 -3.223  0.26

Summary:
<S²> = 0.760
Total charge = -1
E_HOMO (spin up / spin down) = 0.769 / -3.368 eV
Orbital gap (spin up / spin down) = 3.0212 / 7.0680 eV
Multiplicity = 2

---

B.
ORCA calculation (the ωB97M-V functional and the def2-TZVPD basis) on 2 unconnected molecules or ions with the total composition C9H14.

Each line ends with the Mulliken charge.
Element x y z (Å)
1 C 0.048 2.836 -1.142  -1.03
2 C -0.033 3.517 -2.506  -1.07
3 H 0.228 1.771 -1.395  -0.11
4 H 1.003 3.079 -0.585  0.43
5 H -0.662 2.964 -0.350  0.61
6 H 0.831 4.047 -2.617  0.31
7 H -0.876 4.229 -2.676  0.29
8 H -0.150 2.896 -3.377  0.39
9 C -0.141 -0.755 3.041  -1.96
10 C 0.128 -1.494 -1.190  -2.01
11 C 1.239 -1.151 -0.409  0.74
12 C -1.098 -1.426 -0.638  0.87
13 C 1.166 -1.040 0.948  -3.27
14 C -1.236 -1.172 0.747  -2.27
15 C -0.110 -1.049 1.577  3.34
16 H 0.264 -1.706 -2.256  0.20
17 H 2.160 -0.990 -0.999  1.00
18 H -1.932 -1.711 -1.283  0.87
19 H 2.068 -0.945 1.524  -0.11
20 H -2.254 -1.068 1.158  0.00
21 H 0.811 -1.134 3.422  0.60
22 H -0.857 -1.249 3.708  0.37
23 H -0.411 0.220 3.166  0.78

Summary:
<S²> = 0.751
Total charge = -1
E_HOMO (spin up / spin down) = 1.323 / -5.263 eV
Orbital gap (spin up / spin down) = 2.4546 / 8.9452 eV
Multiplicity = 2

---

Stability check: which of them is most stable? A.

---

A.
ORCA calculation (the ωB97M-V functional and the def2-TZVPD basis) on 2 unconnected molecules or ions with the total composition C9H14.

Each line ends with the Mulliken charge.
Element x y z (Å)
1 C -2.021 0.569 2.692  -0.75
2 C -2.528 -0.394 1.616  -0.86
3 H -1.945 1.583 2.294  0.23
4 H -2.705 0.639 3.539  0.38
5 H -1.042 0.273 3.057  0.13
6 H -2.832 0.113 0.695  0.21
7 H -3.391 -1.001 1.921  0.38
8 H -1.746 -1.047 1.239  0.26
9 C 1.744 -0.091 1.453  -1.60
10 C 1.209 -0.767 -2.248  0.40
11 C 1.636 -0.890 -0.939  -1.64
12 C 0.086 0.004 -2.566  -1.08
13 C 1.079 -0.137 0.102  2.21
14 C -0.392 0.869 -1.569  0.30
15 C 0.129 0.833 -0.290  -2.18
16 H 1.795 -1.345 -2.957  0.63
17 H 2.423 -1.624 -0.758  -0.17
18 H -0.358 -0.037 -3.551  0.32
19 H -1.168 1.596 -1.796  0.67
20 H 1.133 0.493 2.136  0.30
21 H 2.657 0.520 1.341  0.81
22 H -0.307 1.570 0.378  -0.24
23 H 1.897 -1.058 1.933  0.30

Summary:
<S²> = 0.755
Total charge = -1
E_HOMO (spin up / spin down) = 1.098 / -4.241 eV
Orbital gap (spin up / spin down) = 2.7391 / 7.9157 eV
Multiplicity = 2

---

B.
ORCA calculation (the ωB97M-V functional and the def2-TZVPD basis) on 2 unconnected molecules or ions with the total composition C9H14.

Each line ends with the Mulliken charge.
Element x y z (Å)
1 C 1.803 -0.591 -3.518  -0.78
2 C 1.747 0.927 -3.331  -0.97
3 H 2.207 -1.044 -2.625  0.24
4 H 0.806 -0.972 -3.726  0.24
5 H 2.385 -0.772 -4.421  0.35
6 H 2.692 1.376 -2.997  0.29
7 H 0.965 1.359 -2.709  0.30
8 H 1.632 1.450 -4.277  0.36
9 C -2.096 -1.930 0.976  -1.31
10 C -0.118 -0.587 0.202  -0.50
11 C -1.154 -0.785 1.156  0.53
12 C 0.531 0.701 0.243  -0.60
13 C -1.283 0.030 2.277  -0.33
14 C 0.400 1.473 1.377  -0.16
15 C -0.411 1.116 2.485  -0.92
16 H 0.321 -1.401 -0.370  0.30
17 H 1.089 1.009 -0.635  0.17
18 H -1.552 -2.770 0.510  0.29
19 H -2.880 -1.671 0.251  0.22
20 H -2.222 -0.214 2.781  0.29
21 H 0.975 2.400 1.434  0.33
22 H -0.433 1.822 3.303  0.30
23 H -2.460 -2.369 1.907  0.38

Summary:
<S²> = 0.762
Total charge = -1
E_HOMO (spin up / spin down) = 0.717 / -3.178 eV
Orbital gap (spin up / spin down) = 2.9055 / 6.7728 eV
Multiplicity = 2

---

C.
ORCA calculation (the ωB97M-V functional and the def2-TZVPD basis) on 2 unconnected molecules or ions with the total composition C9H14.

Each line ends with the Mulliken charge.
Element x y z (Å)
1 C -0.686 -1.474 3.090  -1.33
2 C 0.170 0.955 0.240  -0.83
3 C 0.133 -0.234 1.034  -0.44
4 C -0.852 1.906 0.369  -0.42
5 C -0.765 -0.345 2.088  0.56
6 C -1.754 1.805 1.406  -0.73
7 C -1.717 0.658 2.285  -0.40
8 H 0.895 1.103 -0.561  0.58
9 H 0.832 -1.067 0.893  0.26
10 H -0.787 2.755 -0.301  0.34
11 H -2.603 2.494 1.470  0.30
12 H -0.653 -2.534 2.845  0.31
13 H -1.441 -1.381 3.816  0.35
14 H -2.407 0.655 3.136  0.25
15 H 0.264 -1.302 3.635  0.23
16 C 1.842 -0.038 -3.636  -0.90
17 C 1.055 -0.939 -2.628  -0.86
18 H 1.772 -0.443 -4.646  0.33
19 H 1.332 0.917 -3.801  0.27
20 H 2.867 0.094 -3.280  0.26
21 H 0.299 -0.461 -2.056  0.30
22 H 1.789 -1.530 -2.151  0.25
23 H 0.416 -1.593 -3.248  0.32

Summary:
<S²> = 0.761
Total charge = -1
E_HOMO (spin up / spin down) = 1.009 / -3.306 eV
Orbital gap (spin up / spin down) = 2.6222 / 6.9185 eV
Multiplicity = 2

---

D.
ORCA calculation (the ωB97M-V functional and the def2-TZVPD basis) on 2 unconnected molecules or ions with the total composition C9H14.

Each line ends with the Mulliken charge.
Element x y z (Å)
1 C 0.003 -2.858 -1.895  -0.93
2 C 0.582 -1.580 -2.457  -1.13
3 H 0.743 -3.660 -1.783  0.30
4 H -0.406 -2.800 -0.888  0.26
5 H -0.752 -3.300 -2.557  0.30
6 H 1.672 -1.548 -2.343  0.37
7 H 0.582 -1.420 -3.545  0.48
8 H -0.005 -0.744 -2.072  0.22
9 C 1.120 2.178 -0.357  -1.61
10 C -1.897 1.276 1.737  -0.27
11 C -1.046 1.993 0.906  -0.87
12 C -1.418 0.233 2.530  -0.74
13 C 0.307 1.679 0.862  1.13
14 C -0.065 -0.077 2.435  -0.22
15 C 0.809 0.666 1.658  -0.97
16 H -2.938 1.571 1.732  0.36
17 H -1.430 2.706 0.188  0.24
18 H -2.160 -0.304 3.105  0.34
19 H 0.313 -0.993 2.883  0.31
20 H 1.869 1.412 -0.594  0.30
21 H 1.737 2.983 0.047  0.48
22 H 1.855 0.394 1.680  0.31
23 H 0.524 2.192 -1.270  0.37

Summary:
<S²> = 0.757
Total charge = -1
E_HOMO (spin up / spin down) = 1.358 / -4.030 eV
Orbital gap (spin up / spin down) = 2.6402 / 7.8420 eV
Multiplicity = 2

---

Stability check: which of them is most stable? A.

---

A.
ORCA calculation (the ωB97M-V functional and the def2-TZVPD basis) on a single C2H4N2S2 molecule.

Each line ends with the Mulliken charge.
Element x y z (Å)
1 C -0.370 -0.508 -0.244  0.52
2 C 0.835 0.262 0.011  0.37
3 H -1.323 0.995 0.777  0.18
4 H -2.552 -0.110 0.335  0.27
5 H 0.601 -2.244 -0.243  0.25
6 H 1.921 1.800 -0.129  0.14
7 N -1.519 0.253 0.117  -0.54
8 N -0.450 -1.787 -0.380  -0.65
9 S 0.564 1.822 -0.262  -0.21
10 S 2.295 -0.482 0.017  -0.33

Summary:
SMILES string = [H]/N=C(/N)C(=S)S
E_HOMO = -9.135 eV
Orbital gap = 7.9864 eV
Multiplicity = 1

---

B.
ORCA calculation (the ωB97M-V functional and the def2-TZVPD basis) on a single C2H4N2S2 molecule.

Each line ends with the Mulliken charge.
Element x y z (Å)
1 C 0.828 1.173 -0.708  -0.14
2 C -0.253 1.603 -0.035  -0.30
3 N 0.771 -0.108 -1.162  -0.41
4 N 0.139 -1.977 0.682  -0.52
5 S -1.742 0.352 0.041  -0.17
6 S -0.320 -1.098 -0.707  0.25
7 H 1.596 1.769 -1.171  0.37
8 H -0.683 2.370 0.602  0.33
9 H -0.564 -2.705 0.851  0.29
10 H 0.228 -1.379 1.606  0.30

Summary:
E_HOMO = -8.064 eV
Orbital gap = 8.2913 eV
Multiplicity = 1

---

Stability check: which of them is most stable? A.

---

A.
ORCA calculation (the ωB97M-V functional and the def2-TZVPD basis) on a single C2H4N2S2 molecule.

Each line ends with the Mulliken charge.
Element x y z (Å)
1 C -0.919 0.324 -0.093  0.45
2 C 0.246 -0.260 0.741  -0.61
3 N -1.544 -0.501 -0.837  -0.63
4 N 1.374 -0.437 -0.198  -0.22
5 S -1.173 2.014 0.079  -0.08
6 S 2.646 0.585 -0.105  -0.15
7 H 0.710 0.202 1.609  0.44
8 H -0.217 -1.126 1.207  0.24
9 H -2.310 -0.020 -1.287  0.25
10 H 1.186 -0.781 -1.118  0.31

Summary:
E_HOMO (spin up / spin down) = -9.029 / -8.453 eV
Orbital gap (spin up / spin down) = 8.0292 / 5.5781 eV
Multiplicity = 1

---

B.
ORCA calculation (the ωB97M-V functional and the def2-TZVPD basis) on a single C2H4N2S2 molecule.

Each line ends with the Mulliken charge.
Element x y z (Å)
1 C -0.159 1.358 0.011  -0.05
2 C 0.295 -1.903 -0.492  -0.16
3 H -2.001 0.828 0.359  0.25
4 H 0.487 2.109 -0.321  0.36
5 H 1.497 0.743 1.126  0.29
6 H -0.185 -2.865 -0.515  0.32
7 N -1.369 1.600 -0.213  -0.53
8 N 0.500 0.487 0.853  -0.28
9 S 0.067 -1.091 1.072  0.00
10 S 0.869 -1.265 -1.880  -0.21

Summary:
SMILES string = [H]/N=C\NSC=S
E_HOMO = -9.005 eV
Orbital gap = 8.4998 eV
Multiplicity = 1

---

Stability check: which of them is most stable? B.

---

A.
ORCA calculation (the ωB97M-V functional and the def2-TZVPD basis) on a single C2H4N2S2 molecule.

Each line ends with the Mulliken charge.
Element x y z (Å)
1 C -1.025 -0.329 0.667  -0.04
2 C -0.254 -0.236 -0.603  -0.71
3 N -0.932 -1.316 1.357  -0.20
4 N 1.310 1.921 -0.602  -0.49
5 S 0.002 -2.585 1.330  -0.10
6 S 1.432 0.491 -0.061  0.20
7 H -1.832 0.340 0.855  0.40
8 H -0.087 -1.156 -1.015  0.41
9 H -0.799 0.467 -1.406  0.29
10 H 2.184 2.404 -0.523  0.26

Summary:
E_HOMO (spin up / spin down) = -8.936 / -8.014 eV
Orbital gap (spin up / spin down) = 8.7041 / 6.5618 eV
Multiplicity = 1

---

B.
ORCA calculation (the ωB97M-V functional and the def2-TZVPD basis) on a single C2H4N2S2 molecule.

Each line ends with the Mulliken charge.
Element x y z (Å)
1 C 0.923 0.769 0.001  -0.03
2 C -2.687 -0.465 0.002  -0.22
3 H 4.227 -0.179 0.002  0.15
4 H 0.379 1.688 0.029  0.42
5 H -2.715 -1.557 0.000  0.21
6 H -3.590 0.100 -0.024  0.26
7 N 2.185 0.786 -0.008  -0.33
8 N -1.606 0.218 0.000  -0.31
9 S 3.017 -0.711 0.000  -0.15
10 S -0.133 -0.648 -0.001  -0.01

Summary:
SMILES string = C=NS/C=N\S
E_HOMO = -8.698 eV
Orbital gap = 9.3969 eV
Multiplicity = 1

---

C.
ORCA calculation (the ωB97M-V functional and the def2-TZVPD basis) on a molecular structure, C2H4N2S2.

Each line ends with the Mulliken charge.
Element x y z (Å)
1 C 1.489 -0.018 0.469  0.24
2 C -2.067 0.313 0.172  0.01
3 H 1.813 -1.407 -0.897  0.25
4 H 1.824 0.968 1.324  0.21
5 H 0.018 -0.482 -1.015  0.28
6 H -3.074 0.870 0.287  0.26
7 N 2.313 -0.906 0.003  -0.55
8 N 0.365 0.371 -0.364  -0.39
9 S -0.727 1.488 -0.049  0.03
10 S -1.955 -1.195 0.071  -0.33

Summary:
E_HOMO = -8.954 eV
Orbital gap = 8.6771 eV
Multiplicity = 1

---

Stability check: which of them is most stable? B.

---

A.
ORCA calculation (the ωB97M-V functional and the def2-TZVPD basis) on 2 unconnected molecules or ions with the total composition C2H5FS2.

Each line ends with the Mulliken charge.
Element x y z (Å)
1 C -0.416 0.999 0.479  -0.99
2 C -0.084 0.026 -0.582  -0.13
3 F -0.306 -2.326 0.345  -0.38
4 S 2.524 1.064 0.046  -0.38
5 S 1.497 -0.029 -1.145  0.08
6 H -0.899 1.920 -0.045  0.25
7 H -1.254 0.677 1.139  0.28
8 H 0.421 1.063 1.095  0.41
9 H -0.751 -0.336 -1.208  0.47
10 H -0.733 -3.057 -0.124  0.39

Summary:
E_HOMO (spin up / spin down) = -8.054 / -8.055 eV
Orbital gap (spin up / spin down) = 7.6685 / 7.6725 eV
Multiplicity = 1

---

B.
ORCA calculation (the ωB97M-V functional and the def2-TZVPD basis) on 2 unconnected molecules or ions with the total composition C2H5FS2.

Each line ends with the Mulliken charge.
Element x y z (Å)
1 C -1.564 -0.099 0.436  -1.00
2 C -0.305 -0.199 -0.320  0.00
3 F 2.725 1.198 -1.562  -0.37
4 S 0.653 -1.841 1.926  -0.38
5 S 1.020 -1.050 0.195  0.08
6 H -2.404 0.124 -0.218  0.30
7 H -1.742 -1.031 0.976  0.34
8 H -1.495 0.690 1.188  0.29
9 H -0.171 0.292 -1.268  0.35
10 H 3.283 1.915 -1.352  0.38

Summary:
E_HOMO = -8.315 eV
Orbital gap = 7.9154 eV
Multiplicity = 1

---

Stability check: which of them is most stable? B.